Entry 1:
# C12H15ClN5O8S2Ti

A structure of composition C12H15ClN5O8S2Ti (ωB97M-V/def2-TZVPD, OMol25).

Calculated values
**M**: 504.733 Da
**Highest occupied orbital energy (alpha / beta)**: -2.223 / -2.412 eV
**Kohn-Sham gap (alpha / beta)**: 6.278 / 6.467 eV
**Charge**: -2
**Relative energy (zero: lowest compared OMol25 entry of this formula, charge and spin)**: 91.2 kJ/mol
**Spin multiplicity**: 2

The geometry in XYZ format:
```
44
C12H15ClN5O8S2Ti | OMol25 | ωB97M-V/def2-TZVPD
Ti -1.406 0.088 0.094
N -1.018 -1.886 -1.225
C -0.199 -1.600 -2.447
C -0.570 -0.142 -2.915
O -0.032 0.274 -3.932
N -1.464 0.365 -2.070
C -1.785 1.738 -2.329
C -1.451 2.674 -1.198
O -1.054 3.826 -1.459
O -1.571 2.130 -0.014
H -0.677 -2.620 -0.614
H -2.038 -1.950 -1.329
H 0.866 -1.606 -2.179
H -0.215 -2.295 -3.268
H -1.244 2.022 -3.199
H -2.848 1.877 -2.479
S -1.205 0.598 2.567
C -1.091 -1.072 2.967
S -1.609 -2.220 1.789
C -0.485 -1.574 4.118
C -0.253 -2.982 4.231
N -0.193 -4.128 4.287
C 0.116 -0.856 5.160
N 0.606 -0.416 6.095
O -5.761 -0.309 0.071
Cl -4.560 -0.415 -0.740
O -3.472 0.255 0.061
O -4.619 0.281 -2.009
O -4.233 -1.857 -0.963
C 3.109 -0.268 1.800
N 3.031 0.497 0.570
C 4.276 1.007 0.061
C 1.882 0.665 -0.129
C 1.782 1.724 -1.197
O 0.825 0.066 0.098
H 3.762 0.272 2.532
H 3.474 -1.257 1.650
H 2.085 -0.337 2.215
H 5.074 0.232 -0.057
H 4.765 1.746 0.739
H 4.182 1.431 -0.972
H 1.092 2.459 -0.783
H 1.419 1.294 -2.147
H 2.706 2.270 -1.451
```

Atomic partial charges in e from the natural (NBO) method, atoms 1 to 5:
1 Ti 1.4120
2 N -0.8730
3 C -0.3015
4 C 0.6592
5 O -0.7239

Entry 2:
# C12H15F9O6

A cluster of 3 separate species, C12H15F9O6 in total (ωB97M-V/def2-TZVPD, OMol25).

Calculated values
**Structure (SMILES)**: CCOC(=O)C(F)(F)F.CCOC(=O)C(F)(F)F.CCOC(=O)C(F)(F)F
**M**: 426.228 Da
**Highest occupied orbital energy**: -11.070 eV
**Kohn-Sham gap**: 11.551 eV
**Relative energy (zero: lowest compared OMol25 entry of this formula, charge and spin)**: 436.7 kJ/mol

The geometry in XYZ format:
```
42
C12H15F9O6 | OMol25 | ωB97M-V/def2-TZVPD
C -1.523 -2.243 4.365
C -0.143 -1.697 4.001
O 0.022 -1.605 2.651
C 1.276 -1.684 2.152
O 2.305 -1.811 2.799
C 1.306 -1.718 0.602
F 1.931 -2.795 0.284
F 0.084 -1.842 0.143
F 2.050 -0.716 0.192
H -1.504 -2.565 5.455
H -1.579 -3.083 3.809
H -2.405 -1.544 3.972
H 0.563 -2.052 4.653
H -0.202 -0.630 4.389
C 0.300 0.428 -2.839
C 1.164 1.614 -3.384
O 2.535 1.363 -3.166
C 3.291 2.491 -3.107
O 3.107 3.689 -3.279
C 4.829 2.000 -2.797
F 5.040 1.507 -1.617
F 5.167 1.125 -3.813
F 5.647 3.115 -2.989
H -0.935 0.545 -3.089
H 0.580 0.277 -1.725
H 0.435 -0.471 -3.409
H 0.819 2.737 -3.049
H 0.976 1.935 -4.503
C -3.413 -1.830 0.184
C -2.982 -0.552 -0.552
O -2.569 0.286 0.504
C -2.077 1.469 0.064
O -1.967 1.794 -1.133
C -1.465 2.296 1.160
F -1.049 1.469 2.156
F -0.563 3.144 0.622
F -2.497 3.066 1.632
H -4.098 -1.797 0.924
H -2.575 -2.248 0.452
H -3.610 -2.654 -0.434
H -3.994 -0.113 -0.919
H -2.278 -0.701 -1.362
```

Atomic partial charges in e from the natural (NBO) method, atoms 1 to 5:
1 C -0.6112
2 C -0.0923
3 O -0.4732
4 C 0.6845
5 O -0.5404

> Which of these has the highest relative energy (zero: lowest compared OMol25 entry of this formula, charge and spin)?

C12H15F9O6